Entry from the Open Molecules 2025 dataset: a cluster of 4 separate species, C2H12N2O4 in total at a distorted geometry (wB97M-V/def2-TZVPD).

Geometry (Å):
O1 1.76 -0.80 -0.92
C1 1.59 -0.01 -1.86
N1 0.36 0.69 -2.10
C2 -0.72 0.69 -1.02
N2 -1.43 -0.59 -0.82
H1 2.37 0.19 -2.56
H2 0.35 1.32 -2.88
H3 -0.26 0.96 -0.06
H4 -1.46 1.50 -1.49
H5 -1.20 -1.23 -1.54
H6 -1.23 -0.92 0.08
H7 1.75 -0.90 2.09
H8 0.71 -0.76 3.28
O2 0.78 -0.85 2.22
H9 -2.89 -1.16 0.57
H10 -3.36 -0.26 1.79
O3 -3.23 -1.12 1.44
H11 0.51 1.70 1.46
H12 1.98 1.30 1.70
O4 1.32 1.95 1.67

Output
Strongest force on any atom in eV/Å: 6.0
Molar mass in g mol⁻¹: 128.128
SMILES string: NCNC=O.O.O.O
Charge: 0
DFT total energy in eV: -13437.61169
Energy above the lowest of the compared OMol25 structures with the same formula, charge and spin in eV: 2.806
Lowest unoccupied orbital energy in eV: 0.5
Kohn-Sham gap in eV: 10.14

Entry from the Open Molecules 2025 dataset: a structure of composition C51H48CeN2P2 at a distorted geometry (wB97M-V/def2-TZVPD).

Geometry (Å):
Ce1 -0.30 -0.02 -0.44
C1 -2.42 -1.88 2.05
C2 -2.70 -1.79 0.57
C3 -3.87 -1.19 0.11
C4 -4.17 -1.14 -1.25
C5 -5.45 -0.54 -1.74
C6 -3.26 -1.68 -2.16
C7 -2.09 -2.30 -1.74
C8 -1.19 -2.99 -2.73
C9 -1.81 -2.33 -0.37
H1 -2.23 -0.89 2.49
H2 -1.56 -2.52 2.26
H3 -3.28 -2.29 2.58
H4 -4.57 -0.78 0.82
H5 -6.00 -0.06 -0.94
H6 -6.08 -1.31 -2.18
H7 -5.25 0.20 -2.52
H8 -3.49 -1.65 -3.22
H9 -1.15 -2.45 -3.67
H10 -1.59 -3.99 -2.94
H11 -0.18 -3.14 -2.34
H12 -0.95 -2.91 -0.02
C10 0.80 3.08 1.07
P1 -0.39 1.87 1.80
C11 -1.86 2.84 2.24
C12 -2.36 3.79 1.36
C13 -3.50 4.51 1.68
C14 -4.16 4.27 2.88
C15 -3.68 3.31 3.76
C16 -2.53 2.60 3.44
C17 0.33 1.31 3.35
C18 0.83 2.23 4.28
C19 1.36 1.79 5.48
C20 1.40 0.43 5.76
C21 0.92 -0.49 4.85
C22 0.39 -0.05 3.64
C23 1.91 2.34 0.41
C24 3.24 2.63 0.28
C25 3.85 1.56 -0.43
C26 2.86 0.66 -0.73
C27 2.91 -0.73 -1.28
P2 2.04 -1.75 -0.01
C28 3.20 -1.76 1.37
C29 3.40 -0.60 2.13
C30 4.37 -0.58 3.12
C31 5.14 -1.71 3.36
C32 4.94 -2.87 2.61
C33 3.98 -2.89 1.62
C34 1.94 -3.44 -0.64
C35 2.48 -3.81 -1.87
C36 2.33 -5.10 -2.34
C37 1.63 -6.04 -1.59
C38 1.09 -5.68 -0.36
C39 1.24 -4.39 0.11
N1 1.64 1.12 -0.22
H13 1.17 3.74 1.85
H14 0.24 3.70 0.36
H15 -1.87 3.99 0.42
H16 -3.87 5.26 1.00
H17 -5.04 4.84 3.14
H18 -4.18 3.12 4.69
H19 -2.15 1.86 4.14
H20 0.78 3.29 4.08
H21 1.74 2.50 6.20
H22 1.82 0.08 6.70
H23 0.96 -1.55 5.06
H24 0.03 -0.78 2.93
H25 3.74 3.51 0.67
H26 4.89 1.46 -0.68
H27 3.94 -1.08 -1.41
H28 2.40 -0.81 -2.25
H29 2.83 0.29 1.93
H30 4.53 0.32 3.69
H31 5.89 -1.70 4.14
H32 5.53 -3.75 2.80
H33 3.84 -3.79 1.03
H34 3.04 -3.09 -2.46
H35 2.76 -5.38 -3.29
H36 1.52 -7.05 -1.96
H37 0.56 -6.41 0.23
H38 0.83 -4.12 1.08
C40 2.79 1.22 -4.82
C41 2.32 2.24 -4.00
C42 1.16 2.06 -3.26
C43 0.47 0.85 -3.33
C44 0.93 -0.16 -4.16
C45 2.09 0.02 -4.91
N2 -0.70 0.61 -2.53
C46 -1.74 1.56 -2.61
C47 -2.63 1.66 -1.54
C48 -3.72 2.51 -1.56
C49 -3.94 3.30 -2.68
C50 -3.05 3.23 -3.75
C51 -1.96 2.38 -3.72
H39 3.68 1.37 -5.40
H40 2.85 3.18 -3.93
H41 0.80 2.85 -2.61
H42 0.37 -1.09 -4.24
H43 2.44 -0.76 -5.57
H44 -2.53 1.03 -0.65
H45 -4.39 2.56 -0.71
H46 -4.79 3.97 -2.72
H47 -3.21 3.85 -4.62
H48 -1.29 2.32 -4.57

Output
Strongest force on any atom in eV/Å: 1.6
Molar mass in g mol⁻¹: 891.023
Charge: +2
DFT total energy in eV: -88140.63391
Energy above the lowest of the compared OMol25 structures with the same formula, charge and spin in eV: 0.000
Lowest unoccupied orbital energy (spin up / spin down) in eV: -7.2 / -7.2
Kohn-Sham gap (spin up / spin down) in eV: 5.54 / 5.53

Entry from the Open Molecules 2025 dataset: an isolated molecule of C11H12N2S2 at a distorted geometry (wB97M-V/def2-TZVPD).

Geometry (Å):
N1 1.20 1.06 -3.09
S1 -1.25 -2.81 1.01
S2 -1.70 1.59 0.90
C1 0.24 1.91 -2.82
C2 -1.35 -0.12 0.66
C3 -0.80 -0.81 -0.63
C4 -0.26 0.03 -1.74
C5 -1.68 -1.10 1.54
C6 -0.73 -2.15 -0.54
C7 -0.63 1.40 -1.83
N2 0.97 -0.07 -2.36
C8 -2.23 -1.00 2.95
C9 -0.37 -3.06 -1.67
C10 -1.57 2.12 -0.93
C11 1.98 -1.07 -1.93
H1 0.19 2.97 -3.14
H2 -1.75 -0.15 3.44
H3 -1.96 -1.88 3.49
H4 -3.33 -1.04 3.04
H5 -0.46 -2.50 -2.56
H6 -1.07 -3.82 -1.64
H7 0.71 -3.39 -1.61
H8 -1.22 3.19 -0.89
H9 -2.63 2.14 -1.14
H10 1.80 -1.42 -0.83
H11 1.97 -1.87 -2.64
H12 2.92 -0.51 -2.09

Output
Strongest force on any atom in eV/Å: 3.1
Molar mass in g mol⁻¹: 236.365
SMILES string: Cc1sc(C)c2c1SCc1cnn(C)c1-2
Charge: 0
DFT total energy in eV: -36250.44349
Energy above the lowest of the compared OMol25 structures with the same formula, charge and spin in eV: 1.038
Lowest unoccupied orbital energy in eV: 0.7
Kohn-Sham gap in eV: 8.64

> Which formula does entry 3 have?

C11H12N2S2

> Number 1 is which compound?

C2H12N2O4

> energy above the lowest of the compared OMol25 structures with the same formula, charge and spin of number 2 (C51H48CeN2P2)?

0.000 eV